1.
This record from the Open Molecules 2025 dataset describes C22H27AlN3OS2Sb2 as an isolated structure. The level of theory is the ωB97M-V functional and the def2-TZVPD basis.

Orbital gap   7.7 eV
Total energy   -71108.3499 eV
Total charge   +1

Geometry as XYZ:
```
58
Properties=species:S:1:pos:R:3:forces:R:3:nbo_charge:R:1
Al 0.9438 1.2451 1.5867 -0.3 -0.1 0.2 1.375
S 1.2752 0.0212 3.4205 0.1 0.0 -0.1 -0.230
C 2.7116 0.9684 3.8084 0.0 0.0 0.1 -0.243
C 3.1355 0.8836 5.1787 0.0 0.0 -0.1 0.221
N 3.4457 0.7910 6.2813 0.0 0.0 0.0 -0.223
C 3.3949 1.7534 2.9440 0.1 0.1 0.0 -0.273
S 2.9994 2.0066 1.2312 0.1 -0.1 0.0 -0.238
C 4.5263 2.5117 3.3965 0.0 -0.1 0.0 0.218
N 5.4401 3.1294 3.7205 -0.1 0.0 0.0 -0.225
C -3.5991 -0.1001 -2.6829 0.0 0.0 0.0 -0.974
Sb -2.7268 -1.0786 -0.9965 0.0 0.0 -0.1 0.945
C -4.5090 -1.9946 -0.2482 0.1 0.1 0.0 -0.967
C -2.0234 -2.8002 -2.0949 0.0 0.1 0.1 -0.722
C -0.9582 -2.5023 -3.1084 -0.1 0.0 0.0 -0.048
C -1.3499 -2.2713 -4.4288 0.0 0.0 0.0 -0.199
C -0.4284 -2.0438 -5.4359 0.0 0.0 0.0 -0.199
C 0.9259 -2.0703 -5.1370 0.0 0.0 0.0 -0.203
C 1.3287 -2.3014 -3.8335 0.0 0.0 0.0 -0.195
C 0.4096 -2.4931 -2.7992 0.0 0.0 0.0 -0.067
C 0.9313 -2.7291 -1.4127 -0.1 0.2 0.0 -0.704
Sb 1.5889 -0.9488 -0.3416 0.4 -0.1 0.0 1.056
C 2.9676 -2.0045 0.8982 -0.1 0.0 0.0 -0.963
C 2.9935 -0.2286 -1.7731 -0.1 0.0 0.0 -0.974
H -4.3221 -0.7719 -3.1443 0.0 0.0 0.0 0.235
H -2.8169 0.1403 -3.4022 0.0 0.0 0.0 0.243
H -4.1007 0.8182 -2.3825 0.0 0.0 0.0 0.235
H -4.9592 -2.5886 -1.0423 0.0 0.0 0.0 0.237
H -5.2139 -1.2277 0.0700 0.0 0.0 0.0 0.237
H -4.2791 -2.6377 0.5996 0.0 0.0 0.0 0.238
H -2.9227 -3.1581 -2.5955 0.0 -0.1 0.0 0.240
H -1.7202 -3.5557 -1.3705 0.0 0.0 0.0 0.235
H -2.4064 -2.2969 -4.6710 0.0 0.0 0.0 0.212
H -0.7641 -1.8759 -6.4507 0.0 0.0 0.0 0.226
H 1.6636 -1.9309 -5.9162 0.0 0.0 0.0 0.226
H 2.3875 -2.3530 -3.6071 0.0 0.0 0.0 0.211
H 1.8580 -3.3028 -1.4369 0.0 -0.1 0.0 0.245
H 0.2272 -3.2525 -0.7678 0.0 0.0 0.0 0.234
H 3.6826 -2.5161 0.2549 0.0 0.0 0.0 0.235
H 2.4303 -2.7324 1.5047 0.0 0.0 0.0 0.241
H 3.4922 -1.3166 1.5575 0.0 0.0 0.0 0.244
H 3.6851 -1.0332 -2.0161 0.0 0.0 0.0 0.236
H 3.5464 0.6038 -1.3433 0.0 0.0 0.0 0.247
H 2.4814 0.0982 -2.6763 0.0 0.0 0.0 0.244
O -0.8359 1.0006 1.0459 -0.1 0.1 -0.1 -0.883
C -1.9116 1.7035 1.6930 0.0 0.1 0.0 -0.101
C -1.2787 2.8006 2.5003 0.0 0.0 0.0 0.222
C -2.0107 3.6693 3.2814 0.0 0.1 0.0 -0.228
C -1.3343 4.6594 3.9760 0.0 0.0 0.0 -0.096
C 0.0443 4.7597 3.8524 0.0 0.0 0.0 -0.229
C 0.7057 3.8533 3.0528 0.0 0.0 0.0 0.092
N 0.0528 2.8785 2.3998 0.1 0.0 -0.1 -0.608
H -1.1754 0.3498 0.3737 -0.1 -0.1 0.0 0.521
H -2.4697 1.0145 2.3267 0.0 0.0 0.0 0.229
H -2.5729 2.1139 0.9299 0.0 0.0 0.0 0.227
H -3.0868 3.5746 3.3438 0.0 0.0 0.0 0.243
H -1.8786 5.3502 4.6063 0.0 0.0 0.0 0.246
H 0.6030 5.5268 4.3684 0.0 0.0 0.0 0.255
H 1.7769 3.8910 2.9122 0.0 0.0 0.0 0.240
```
Forces are in eV/Å.

2.
This record from the Open Molecules 2025 dataset describes one molecule with the formula C6H8 at a distorted geometry. The level of theory is the ωB97M-V functional and the def2-TZVPD basis.

Orbital gap   8.4 eV
Total energy   -6346.4769 eV
Total charge   0

Geometry as XYZ:
```
14
Properties=species:S:1:pos:R:3:forces:R:3:nbo_charge:R:1
C 1.7976 -0.5460 -0.3320 0.9 -0.9 0.5 -0.482
C 2.8508 -1.3014 -0.0938 -2.6 2.0 -0.6 0.106
C 0.5281 -0.0720 -0.5611 0.9 -1.4 0.4 0.281
C -0.3217 -0.8976 -1.4715 1.2 -0.5 1.7 -0.677
C -0.6176 0.5760 1.5466 -0.2 0.1 1.5 -0.621
C -0.1434 1.0636 0.1703 2.0 -0.7 -1.1 -0.481
H -1.0669 -1.3402 -0.8052 0.2 -0.7 0.1 0.242
H 0.3951 -1.5824 -1.8985 -0.7 -0.6 -0.6 0.252
H -0.9482 -0.3651 -2.1114 -0.5 1.2 -1.6 0.229
H -1.6421 0.2151 1.5216 -0.1 -0.2 -0.2 0.214
H -0.6488 1.3913 2.2908 0.1 -0.1 -0.5 0.228
H -0.0148 -0.2193 2.0754 -0.2 0.8 -1.2 0.236
H 0.7740 1.7158 0.2388 -1.6 0.4 0.2 0.250
H -0.9420 1.3621 -0.5701 0.7 0.5 1.4 0.225
```
Forces are in eV/Å.

3.
This record from the Open Molecules 2025 dataset describes a 2-piece molecular cluster, CN2O2S overall at a distorted geometry. The level of theory is the ωB97M-V functional and the def2-TZVPD basis.

Orbital gap   10.5 eV
Total energy   -18947.2200 eV
Total charge   0

Geometry as XYZ:
```
6
Properties=species:S:1:pos:R:3:forces:R:3:nbo_charge:R:1
N -1.5591 0.6238 -1.1358 0.8 0.2 -0.7 0.016
N -2.3335 0.2232 -0.4499 1.2 0.8 -1.0 -0.133
S -3.3918 -0.2635 0.5296 -1.9 -1.0 1.7 0.118
O 2.3043 0.6606 -0.3327 -0.6 -0.1 0.6 -0.514
C 1.5706 0.0808 0.3644 1.2 0.2 -1.2 1.024
O 0.8820 -0.5789 1.0099 -0.6 -0.1 0.6 -0.511
```
Forces are in eV/Å.

Number 1: HOMO level -11.0 eV. Number 2: HOMO level -9.4 eV. Number 3: HOMO level -10.1 eV.